Entry 1:
Formula: C39H34BN14SbSe4Ti
Source: OMol25
Level of theory: ωB97M-V/def2-TZVPD

Positions of all 94 atoms, in Å:
Ti -0.45301 0.06568 -0.55760
C -2.09284 3.77700 1.04838
C -2.19657 2.44818 0.63164
N -1.23529 2.14671 -0.23213
N -0.47961 3.26115 -0.37912
C -0.99590 4.25523 0.37342
B 0.38166 3.54205 -1.63059
N -0.59148 3.87900 -2.78220
C -0.64763 4.83768 -3.74055
C -1.79732 4.65689 -4.46875
C -2.40488 3.54143 -3.87206
N -1.68365 3.08269 -2.86633
N 1.29136 2.29757 -1.99467
C 2.41245 2.41422 -2.72083
C 2.97429 1.16689 -2.90870
C 2.11470 0.30068 -2.25259
N 1.10230 0.98419 -1.69837
N 1.36361 4.68547 -1.29933
C 1.98277 5.61234 -2.07249
C 2.89078 6.28975 -1.29842
C 2.76510 5.69553 -0.03255
N 1.86181 4.73188 -0.04027
H -2.72858 4.30862 1.73368
H -2.93236 1.71177 0.90806
H -0.54612 5.23196 0.37033
H 0.09344 5.60341 -3.85427
H -2.14360 5.25275 -5.29516
H -3.33471 3.05570 -4.12705
H 2.74860 3.37627 -3.06632
H 3.87033 0.92289 -3.45056
H 2.15285 -0.76872 -2.13446
H 1.79006 5.71291 -3.12361
H 3.53741 7.09359 -1.60382
H 3.29625 5.92224 0.87842
C 2.31139 1.56143 1.08301
C 1.34666 0.96107 2.04679
C 1.67615 0.98386 3.40037
C 0.87321 0.35051 4.31981
C -0.28194 -0.26320 3.87502
C -0.60090 -0.19803 2.53006
N 0.20542 0.39118 1.61743
C -1.88258 -0.72743 2.03670
C -2.87932 -1.23884 2.85268
C -4.08650 -1.59962 2.27829
C -4.28515 -1.42166 0.92490
C -3.23582 -0.94271 0.14947
N -2.06414 -0.64072 0.71614
C -3.34184 -0.68365 -1.29638
C -4.43335 -1.13845 -2.00719
C -4.46370 -0.96357 -3.37757
C -3.37059 -0.39178 -3.97942
C -2.27199 0.01276 -3.22124
C -1.04459 0.40236 -3.97829
N -2.28234 -0.07234 -1.88043
H 3.29585 1.61925 1.54447
H 2.38767 0.95665 0.18757
H 2.00936 2.57557 0.80923
H 2.59144 1.47311 3.70064
H 1.13973 0.32811 5.36819
H -0.92640 -0.77644 4.57091
H -2.73823 -1.33542 3.91759
H -4.88156 -1.99693 2.89458
H -5.24003 -1.64882 0.48018
H -5.22263 -1.68273 -1.51630
H -5.29640 -1.33023 -3.96133
H -3.30623 -0.30236 -5.05430
H -1.31537 1.01090 -4.83955
H -0.58219 -0.52336 -4.33739
H -0.33732 0.95750 -3.38189
N 1.20161 -9.05145 5.80725
C 1.43039 -8.11894 5.17568
C 1.72423 -6.94926 4.40089
C 0.69066 -6.19175 3.85493
C 0.97196 -5.04492 3.13930
C 2.29355 -4.64971 2.94765
C 3.32796 -5.42051 3.46785
C 3.04538 -6.55922 4.19761
N 2.58181 -3.46999 2.22443
C 3.77033 -2.76466 2.19526
C 3.55509 -1.70964 1.36273
N 2.26693 -1.73789 0.87948
C 1.71860 -2.79502 1.41146
H -0.33506 -6.50444 3.99281
H 0.15729 -4.46813 2.72563
H 4.35749 -5.14743 3.28719
H 3.84952 -7.15692 4.60374
H 4.63628 -3.06859 2.75408
H 4.25749 -0.94647 1.06898
H 0.73553 -3.16409 1.16571
Se -3.39788 -4.23974 -1.22435
Sb -1.43621 -4.39480 -2.57719
Se -0.16456 -2.02619 -1.28874
Se -1.44864 -3.56906 -4.79860
Se 0.37830 -5.65277 -1.68771

Cartesian forces (eV/Å) of the 6 atoms listed first:
Ti -0.5974 -0.6273 -0.5603
C -0.0295 -0.0523 -0.0324
C -0.0681 0.0602 -0.0612
N 0.2557 -0.1705 0.1524
N -0.0415 0.1796 0.0245
C 0.0039 -0.0392 -0.0291

HOMO level (alpha / beta): -6.76 / -6.76 eV
gap between HOMO and LUMO (alpha / beta): 5.305 / 5.304 eV
charge: 0

Atom charges from the Löwdin analysis, given in e for atoms 1 to 5: number 1, Ti, carries 0.66; number 2, C, carries -0.02; number 3, C, carries -0.13; number 4, N, carries -0.03; number 5, N, carries 0.02

=====

Entry 2:
Formula: C39H34ClGaO26P
Source: OMol25
Level of theory: ωB97M-V/def2-TZVPD

Positions of all 102 atoms, in Å:
C 0.72128 -0.90746 3.21558
C -0.61585 -1.54776 2.45214
O -0.11502 -2.16879 1.18341
C -1.38404 -2.63198 3.41133
Ga -3.34692 -2.13433 3.88343
P -4.41845 -0.97415 2.16050
O -3.57154 0.55162 1.84956
Cl -6.38182 -0.30190 2.78258
H 1.12618 -0.07247 2.47743
H 1.53175 -1.73913 3.42697
H 0.37895 -0.35908 4.21194
H -1.25921 -0.62928 2.11969
H -0.82185 -1.96288 0.47536
H -0.71989 -2.77657 4.38304
H -1.44399 -3.65070 2.80873
H -3.32620 -1.35242 5.30282
H -4.21947 -3.47972 4.16267
H -3.37129 0.88914 2.79084
C -1.44231 -3.30573 -3.45793
C -0.89966 -3.80093 -4.57194
C 0.31077 -3.18502 -5.18280
O 0.79794 -3.67374 -6.19612
C 0.87816 -1.99183 -4.53552
C 0.33329 -1.49474 -3.42346
C -0.86027 -2.12711 -2.79765
O -1.32759 -1.65816 -1.76525
O 0.85980 -0.37204 -2.81148
O -1.44272 -4.90690 -5.19966
H -2.32074 -3.74481 -3.00198
H 1.74717 -1.54354 -4.99984
H 0.29154 -0.21208 -2.02663
H -0.87087 -5.07037 -5.98103
C 6.25386 -1.07686 -8.05017
C 5.13143 -0.63540 -7.47922
C 4.22122 -1.55868 -6.74661
O 3.20657 -1.12050 -6.21606
C 4.58212 -2.98400 -6.69363
C 5.70283 -3.42582 -7.26762
C 6.62648 -2.49798 -7.97620
O 7.65845 -2.93073 -8.47811
O 6.04670 -4.76450 -7.22396
O 4.77327 0.69849 -7.54683
H 6.92566 -0.41640 -8.58385
H 3.90280 -3.64702 -6.17338
H 6.89859 -4.83090 -7.70807
H 3.92452 0.76581 -7.05757
C 6.38348 -0.24566 3.06832
C 5.06209 -0.06581 3.11610
C 4.30390 -0.23389 4.38674
O 3.09293 -0.04339 4.40370
C 5.05284 -0.63324 5.58849
C 6.37371 -0.81641 5.53972
C 7.13531 -0.62141 4.27557
O 8.35151 -0.77928 4.26620
O 7.08340 -1.19440 6.66473
O 4.34826 0.28487 1.98490
H 6.94741 -0.12462 2.15199
H 4.48699 -0.76933 6.50120
H 8.01886 -1.26041 6.37307
H 3.41380 0.35674 2.27797
C -6.84231 -3.06567 9.48707
C -6.29966 -3.56088 8.37306
C -5.08923 -2.94496 7.76220
O -4.60206 -3.43369 6.74888
C -4.52184 -1.75178 8.40948
C -5.06671 -1.25468 9.52154
C -6.26027 -1.88705 10.14735
O -6.72759 -1.41811 11.17975
O -4.54020 -0.13198 10.13352
O -6.84272 -4.66685 7.74534
H -7.72074 -3.50476 9.94302
H -3.65283 -1.30349 7.94516
H -5.10846 0.02797 10.91837
H -6.27087 -4.83032 6.96397
C 1.96712 6.01987 -9.81422
C 2.76341 5.46104 -10.72765
C 3.42253 4.14876 -10.48040
O 4.13373 3.65118 -11.34620
C 3.19204 3.49548 -9.18244
C 2.39849 4.05616 -8.26780
C 1.71779 5.35464 -8.52613
O 0.97966 5.83612 -7.67320
O 2.17967 3.44897 -7.04484
O 3.00459 6.08163 -11.93960
H 1.47992 6.97219 -9.98168
H 3.69132 2.55086 -9.00879
H 1.57042 4.04850 -6.56124
H 3.60897 5.47919 -12.42545
C -4.49386 4.69772 4.79595
C -5.37249 5.69410 4.66962
C -6.47253 5.63312 3.66772
O -7.27603 6.55563 3.58784
C -6.54707 4.44934 2.79726
C -5.66626 3.45465 2.92141
C -4.58334 3.50350 3.94171
O -3.79980 2.56556 4.04425
O -5.72886 2.34045 2.10480
O -5.29315 6.82090 5.46721
H -3.69074 4.72794 5.52148
H -7.34063 4.42590 2.06142
H -4.98610 1.76522 2.39102
H -6.03949 7.39330 5.18504

Cartesian forces (eV/Å) of the 6 atoms listed first:
C -1.1632 0.2098 -0.7453
C 0.9804 0.3615 0.6763
O -2.1007 1.1944 -0.3323
C 1.2824 -0.1655 -1.1588
Ga 0.6221 -0.5722 1.7013
P 0.0575 0.9415 -1.8910

HOMO level: -4.50 eV
gap between HOMO and LUMO: 3.687 eV
charge: -1

Atom charges from the Löwdin analysis, given in e for atoms 1 to 5: number 1, C, carries -0.11; number 2, C, carries -0.44; number 3, O, carries -0.16; number 4, C, carries -0.31; number 5, Ga, carries 0.12

=====

Entry 3:
Formula: C39H34ClN3O3PPd
Source: OMol25
Level of theory: ωB97M-V/def2-TZVPD

Positions of all 82 atoms, in Å:
Pd -0.16613 -1.04593 -0.30474
C -2.21794 -2.39879 -4.54749
C -1.65451 -2.16760 -3.14250
C -0.17143 -1.85390 -3.26460
C -2.42302 -1.05450 -2.43842
C -3.93474 -1.29675 -2.41437
O -4.31468 -1.02404 -1.04102
C -3.22873 -0.95926 -0.31520
N -2.10558 -0.94860 -0.96953
C -3.44584 -0.97682 1.13457
C -4.72069 -1.30889 1.57871
C -4.99118 -1.41986 2.93883
C -3.98792 -1.20420 3.86273
C -2.70943 -0.86247 3.43405
C -2.42853 -0.73864 2.07577
P -0.80125 -0.11047 1.68209
C 0.33663 -0.57413 2.96199
C 0.87163 0.38268 3.83200
C 1.68757 -0.03163 4.87423
C 1.96668 -1.38077 5.04845
C 1.42392 -2.33497 4.19011
C 0.60734 -1.93774 3.14776
C -0.86708 1.64117 1.39400
C -2.10878 2.27174 1.25758
C -2.16423 3.64190 1.06269
C -0.99195 4.38589 1.01593
C 0.24504 3.76422 1.15669
C 0.31400 2.39507 1.33516
H -1.63192 -3.15782 -5.06336
H -2.16864 -1.48267 -5.14017
H -3.24983 -2.74626 -4.53673
H -1.78987 -3.08029 -2.54982
H 0.00434 -1.08046 -4.01666
H 0.39661 -2.74025 -3.53891
H 0.29292 -1.44993 -2.34174
H -2.19148 -0.09664 -2.91239
H -4.19834 -2.33551 -2.60827
H -4.51075 -0.64033 -3.05879
H -5.50497 -1.49876 0.86099
H -5.98752 -1.68491 3.26510
H -4.18778 -1.29743 4.92159
H -1.93994 -0.67923 4.17192
H 0.63710 1.43243 3.71868
H 2.09503 0.70056 5.55801
H 2.60210 -1.69558 5.86574
H 1.63050 -3.38551 4.34422
H 0.17041 -2.68553 2.49389
H -3.02925 1.70762 1.33595
H -3.12378 4.13277 0.97401
H -1.04150 5.45913 0.88714
H 1.15292 4.35253 1.14327
H 1.28227 1.92181 1.44949
O 2.81107 -2.95546 -2.69036
C 2.76383 -2.17917 -1.82435
O 1.99006 -2.62284 -0.61810
C 2.77941 0.10398 -0.61879
C 3.68277 1.29775 -0.45898
C 3.38550 2.45924 -1.04102
C 2.11667 2.64827 -1.70443
C 1.78767 3.82529 -2.36042
C 0.50377 4.03800 -2.83068
C -0.50707 3.07601 -2.60503
C -0.21773 1.90548 -1.97186
C 1.11590 1.61956 -1.55027
N 1.40028 0.46179 -0.96779
H 4.61508 1.14695 0.06680
H 4.07434 3.29299 -0.99084
H 2.54504 4.58856 -2.48581
H 0.26302 4.95551 -3.35027
H -1.51596 3.27911 -2.93927
H -0.98709 1.17342 -1.77893
Cl 6.01932 -1.33347 -2.42755
C 4.83150 -1.19638 -1.24413
C 5.03294 -1.54430 0.08958
C 4.03317 -1.39695 1.01348
C 2.72297 -0.76923 0.66117
N 1.65994 -1.70701 0.28272
C 3.42792 -0.82586 -1.68259
H 5.99979 -1.92553 0.39223
H 4.18257 -1.68842 2.04279
H 2.32358 -0.18864 1.49274
H 3.43190 -0.36110 -2.66863

Cartesian forces (eV/Å) of the 6 atoms listed first:
Pd 0.0692 -0.0747 0.0518
C 0.0044 -0.0001 0.0022
C -0.0057 -0.0385 0.0386
C 0.0006 0.0636 -0.0477
C -0.0087 0.0308 0.0053
C -0.0161 -0.0146 -0.0415

HOMO level (alpha / beta): -15.54 / -17.25 eV
multiplicity: 5
gap between HOMO and LUMO (alpha / beta): 5.142 / 5.809 eV
charge: +3

Atom charges from the Löwdin analysis, given in e for atoms 1 to 5: number 1, Pd, carries 0.99; number 2, C, carries -0.03; number 3, C, carries -0.38; number 4, C, carries -0.05; number 5, C, carries -0.25

=====

Entry 4:
Formula: C39H34ClN4O4PTl
Source: OMol25
Level of theory: ωB97M-V/def2-TZVPD

Positions of all 84 atoms, in Å:
Tl 0.71538 -0.69647 0.18099
Cl 7.85856 -3.72217 -1.78744
C 6.26357 -3.31357 -1.22268
C 5.59475 -4.17003 -0.34209
C 4.33617 -3.84884 0.10465
C 3.67347 -2.66075 -0.29141
O 2.49281 -2.39738 0.17919
C 4.35101 -1.82718 -1.22314
C 3.76971 -0.67965 -1.88770
N 2.60272 -0.17189 -1.72714
C 2.20287 0.83413 -2.62639
C 2.32982 0.67767 -3.98340
C 1.89071 1.67133 -4.88723
C 1.30043 2.81115 -4.42913
C 1.13307 3.00101 -3.03377
C 0.53553 4.16358 -2.49527
C 0.43399 4.30912 -1.14416
C 0.94144 3.28169 -0.31985
N 1.49100 2.18564 -0.77550
C 1.58811 2.02184 -2.12391
C 5.64837 -2.17142 -1.65422
H 6.07587 -5.08317 -0.01699
H 3.81246 -4.50361 0.79014
H 4.43760 -0.21921 -2.62560
H 2.75481 -0.24235 -4.36625
H 2.03630 1.51903 -5.94897
H 0.96649 3.58301 -5.11204
H 0.17113 4.92992 -3.16989
H -0.01513 5.18781 -0.70194
H 0.89661 3.38417 0.76055
H 6.16198 -1.52498 -2.35654
N 2.71664 0.33136 1.44626
C 2.69467 0.70204 2.86590
C 2.65855 -0.51989 3.77841
C 1.31891 -1.23754 3.87357
N 0.95694 -1.88814 2.60794
H 3.47483 -0.31636 1.25411
H 2.85151 1.14452 0.85067
H 1.80721 1.31753 3.04222
H 3.56654 1.30754 3.13292
H 2.94233 -0.20768 4.78502
H 3.42164 -1.23392 3.44545
H 0.54065 -0.50924 4.12369
H 1.36811 -1.95539 4.69898
H 0.18273 -2.52928 2.73928
H 1.72971 -2.43073 2.22484
O -1.51751 2.45001 3.30527
C -2.23897 1.91505 2.54108
O -1.70934 1.10693 1.50470
C -3.72083 1.92211 2.44191
C -4.57145 2.57270 3.31935
C -5.93658 2.46772 3.09660
C -6.43033 1.73683 2.01735
C -5.57213 1.08789 1.13916
C -4.20995 1.19362 1.36801
P -2.82020 0.41298 0.55938
C -2.67491 0.92754 -1.12053
C -3.26016 2.15341 -1.45785
C -3.13060 2.64144 -2.74652
C -2.42443 1.91215 -3.69331
C -1.84373 0.69423 -3.36160
C -1.96566 0.19451 -2.07777
C -2.81002 -1.32916 0.84118
C -3.13700 -2.23581 -0.16740
C -3.17699 -3.59037 0.12605
C -2.91491 -4.02838 1.41536
C -2.62885 -3.11856 2.42812
C -2.57681 -1.76643 2.14744
H -4.16848 3.14243 4.14629
H -6.62822 2.95605 3.76970
H -7.49882 1.66775 1.86369
H -5.96091 0.52118 0.30260
H -3.81360 2.72152 -0.72096
H -3.57818 3.59027 -3.00954
H -2.32417 2.29470 -4.70058
H -1.28483 0.13701 -4.10127
H -1.49355 -0.74221 -1.81978
H -3.36022 -1.89478 -1.16846
H -3.41178 -4.30253 -0.65307
H -2.93668 -5.08721 1.63695
H -2.44959 -3.46694 3.43667
H -2.33705 -1.06006 2.93330
O 1.11555 -4.44700 -1.43576
C 0.71936 -3.65388 -0.73786

Cartesian forces (eV/Å) of the 6 atoms listed first:
Tl 0.3640 0.0883 -0.0094
Cl -0.0262 0.0050 0.0317
C 0.0198 -0.0141 0.0020
C -0.0853 0.0399 0.0456
C 0.1865 -0.0722 0.0733
C -0.5485 0.1994 0.0850

HOMO level: -9.08 eV
gap between HOMO and LUMO: 5.610 eV
charge: +1

Atom charges from the Löwdin analysis, given in e for atoms 1 to 5: number 1, Tl, carries 0.84; number 2, Cl, carries 0.65; number 3, C, carries -0.68; number 4, C, carries -0.09; number 5, C, carries -0.01

=====

Entry 5:
Formula: C39H34CoN3P2
Source: OMol25
Level of theory: ωB97M-V/def2-TZVPD

Positions of all 79 atoms, in Å:
Co -0.06080 0.39892 0.50965
C -1.84595 -1.22982 2.59870
P -1.44309 -1.39731 0.79682
C -2.95608 -1.23791 -0.19178
C -2.91470 -1.73803 -1.49753
C -3.94394 -1.47161 -2.38508
C -5.02484 -0.69919 -1.97915
C -5.07359 -0.20174 -0.68598
C -4.04097 -0.46187 0.20478
C -0.99030 -3.15171 0.69264
C 0.35557 -3.50258 0.74662
C 0.72045 -4.84071 0.77874
C -0.25543 -5.82475 0.75157
C -1.59938 -5.47541 0.69755
C -1.97104 -4.14179 0.66983
C -0.54691 -0.77805 3.18375
C 0.18956 -1.15713 4.29034
C 1.41547 -0.45301 4.23076
C 1.37487 0.32749 3.08992
C 2.37388 1.19034 2.38817
P 2.23552 0.63694 0.62942
C 3.45697 -0.67757 0.37514
C 3.26973 -1.47862 -0.75482
C 4.15456 -2.50134 -1.05043
C 5.22755 -2.74686 -0.20427
C 5.40360 -1.97344 0.93314
C 4.52313 -0.94203 1.22675
C 2.74412 2.01080 -0.45372
C 1.98820 3.18421 -0.36156
C 2.15972 4.20606 -1.27866
C 3.08101 4.06146 -2.30907
C 3.83822 2.90412 -2.40440
C 3.67183 1.87751 -1.48314
N 0.17493 0.13344 2.46390
H -2.19571 -2.17350 3.01102
H -2.62473 -0.47155 2.72553
H -2.07762 -2.36075 -1.80004
H -3.90841 -1.86783 -3.39201
H -5.83099 -0.49082 -2.67024
H -5.92109 0.39139 -0.36690
H -4.08447 -0.05977 1.20903
H 1.11065 -2.72358 0.77836
H 1.76729 -5.11189 0.82476
H 0.02899 -6.86853 0.77520
H -2.35993 -6.24518 0.67980
H -3.01846 -3.86721 0.63234
H -0.11700 -1.85880 5.04999
H 2.22932 -0.50278 4.93737
H 3.37981 1.11174 2.79148
H 2.07683 2.24331 2.40628
H 2.41463 -1.29586 -1.39822
H 4.00399 -3.11025 -1.93239
H 5.92298 -3.54479 -0.42850
H 6.23195 -2.17235 1.60012
H 4.67806 -0.35674 2.12221
H 1.26139 3.28725 0.43725
H 1.57245 5.11233 -1.20048
H 3.20901 4.85501 -3.03349
H 4.56449 2.80182 -3.20038
H 4.27103 0.97892 -1.55875
N -0.22772 0.59728 -1.68946
C -1.11076 1.70219 -2.00000
C -1.39956 2.09490 -3.27798
C -2.27373 3.17335 -3.51559
C -2.84930 3.84215 -2.47120
C -2.56057 3.46851 -1.14063
C -3.08146 4.13564 -0.00929
C -2.69275 3.73729 1.24064
C -1.80283 2.65866 1.37134
N -1.31933 2.00184 0.33884
C -1.67695 2.39174 -0.90951
H 0.64521 0.69768 -2.19926
H -0.65421 -0.27287 -2.00015
H -0.95331 1.56927 -4.11396
H -2.48652 3.46739 -4.53420
H -3.52086 4.67283 -2.64791
H -3.77752 4.95456 -0.14124
H -3.05068 4.23716 2.12944
H -1.48352 2.32199 2.35218

Cartesian forces (eV/Å) of the 6 atoms listed first:
Co 0.5080 -0.7493 -0.1987
C -0.0072 0.2431 -0.2479
P -0.5830 0.0745 0.4580
C 0.1061 -0.0375 -0.1619
C -0.0360 0.0101 0.1095
C -0.0055 0.0106 -0.0567

HOMO level (alpha / beta): -9.62 / -9.62 eV
multiplicity: 2
gap between HOMO and LUMO (alpha / beta): 6.604 / 6.563 eV
charge: +1

Atom charges from the Löwdin analysis, given in e for atoms 1 to 5: number 1, Co, carries 0.25; number 2, C, carries -0.21; number 3, P, carries 1.06; number 4, C, carries -0.37; number 5, C, carries -0.12